(1)
The following is a quantum chemistry calculation of the molecule C4H4O4 in a non-equilibrium geometry, from the Open Molecules 2025 dataset.

```
! wB97M-V def2-TZVPD RIJCOSX def2/J DEFGRID3
* xyz 0 1
O 3.254 0.021 -0.193
C 2.330 -0.588 0.391
O 0.814 -0.559 -0.043
C 0.199 0.695 0.009
O 0.679 1.806 0.154
C -1.246 0.681 -0.069
C -1.634 -0.573 -0.614
O -1.818 -0.380 0.873
H 2.618 -1.114 1.319
H -1.669 1.652 0.087
H -0.754 -0.976 -1.068
H -2.772 -0.665 -0.846
*
```

Results
HOMO   -10.4942 eV
Structure (SMILES)   O=COC(=O)[C@H]1CO1
Max |F|   6.27 eV/Å
ΔE to the lowest compared entry with this formula, charge and spin   106.9 kcal/mol

---

(2)
The following is a quantum chemistry calculation of a structure of composition C27H58N3O7PdS6 in a non-equilibrium geometry, from the Open Molecules 2025 dataset.

```
! wB97M-V def2-TZVPD RIJCOSX def2/J DEFGRID3
* xyz 1 3
Pd -3.260 -1.167 -0.315
C 0.681 -0.989 -0.780
C -0.068 -0.698 0.498
C 0.708 0.356 1.324
O -1.377 -0.268 0.377
H 1.630 -1.507 -0.641
H 0.880 -0.048 -1.303
H 0.115 -1.625 -1.467
H -0.066 -1.563 1.183
H 0.429 0.338 2.378
H 0.544 1.364 0.933
H 1.780 0.150 1.293
C -3.712 -0.202 -4.959
S -2.417 0.112 -3.731
O -2.919 -0.270 -2.367
C -1.290 -1.195 -4.248
H -4.419 0.622 -4.960
H -4.143 -1.195 -4.829
H -3.238 -0.243 -5.943
H -0.770 -1.030 -5.187
H -1.967 -2.052 -4.312
H -0.561 -1.455 -3.485
C 2.449 -1.569 -6.593
S 2.285 -2.965 -5.408
O 0.883 -3.539 -5.516
C 2.365 -2.010 -3.854
H 3.488 -1.245 -6.547
H 1.735 -0.796 -6.308
H 2.220 -1.848 -7.619
H 2.341 -2.654 -2.979
H 1.610 -1.229 -3.773
H 3.349 -1.537 -3.911
C -2.708 0.947 3.187
S -4.372 0.623 2.543
O -4.187 -0.434 1.468
C -4.923 -0.309 4.001
H -2.770 1.442 4.156
H -2.155 1.550 2.473
H -2.086 0.057 3.305
H -4.927 0.358 4.857
H -4.270 -1.176 4.077
H -5.907 -0.723 3.779
C -0.098 3.034 -3.319
S 1.403 2.019 -3.635
O 1.979 2.357 -4.956
C 2.343 2.823 -2.301
H -0.901 2.727 -3.987
H 0.215 4.064 -3.477
H -0.507 2.889 -2.318
H 1.811 2.802 -1.352
H 2.629 3.842 -2.568
H 3.282 2.271 -2.238
C -1.497 -3.243 3.149
S -3.099 -3.317 2.318
O -2.850 -2.917 0.884
C -3.272 -5.120 2.354
H -0.727 -3.866 2.674
H -1.549 -3.599 4.176
H -1.075 -2.244 3.036
H -4.298 -5.481 2.352
H -2.764 -5.485 3.246
H -2.769 -5.559 1.491
C 0.904 2.637 5.783
S 0.409 2.772 4.029
O -0.053 4.188 3.917
C 2.107 2.635 3.373
H 1.507 1.743 5.956
H 0.010 2.554 6.392
H 1.520 3.523 5.926
H 2.679 3.255 4.065
H 2.160 3.086 2.386
H 2.416 1.595 3.398
N 5.158 1.958 1.527
C 5.807 3.068 1.966
C 5.426 4.136 1.175
C 4.522 3.627 0.213
C 4.366 2.281 0.459
H 5.304 1.071 1.970
H 6.447 3.078 2.832
H 5.760 5.150 1.310
H 4.000 4.172 -0.554
H 3.696 1.580 -0.010
N 0.466 -5.739 0.546
C 1.572 -6.244 1.156
C 2.453 -5.231 1.421
C 1.849 -4.025 0.937
C 0.676 -4.395 0.341
H -0.349 -6.273 0.317
H 1.608 -7.273 1.478
H 3.411 -5.227 1.915
H 2.257 -3.030 0.965
H -0.101 -3.731 -0.011
N -2.160 2.500 -0.069
C -3.087 2.763 -1.021
C -3.512 4.055 -0.817
C -2.899 4.532 0.332
C -2.051 3.549 0.814
H -1.655 1.622 0.027
H -3.391 2.032 -1.749
H -4.133 4.664 -1.456
H -2.977 5.500 0.803
H -1.356 3.463 1.632
*
```

Results
HOMO (alpha / beta)   -9.9251 / -9.9247 eV
Max |F|   2.09 eV/Å
ΔE to the lowest compared entry with this formula, charge and spin   17.7 kcal/mol

---

(3)
The following is a quantum chemistry calculation of a cluster of 2 separate species, C4H4NO in total in a non-equilibrium geometry, from the Open Molecules 2025 dataset.

```
! wB97M-V def2-TZVPD RIJCOSX def2/J DEFGRID3
* xyz 1 1
C 0.256 0.269 0.293
C -2.187 -2.418 -1.388
C -0.804 -0.456 0.455
C 2.104 1.818 0.408
N 1.261 0.900 0.261
O -2.965 -2.933 -2.023
H -1.688 -0.336 -0.088
H -0.941 -1.208 1.129
H 1.997 2.632 -0.223
H 2.966 1.731 1.176
*
```

Results
HOMO   -15.7525 eV
Max |F|   3.08 eV/Å
ΔE to the lowest compared entry with this formula, charge and spin   17.2 kcal/mol